{"formula": "C25H42BIN2O6", "method": "the ωB97M-V functional and the def2-TZVPD basis", "elements": ["N", "C", "C", "O", "C", "C", "C", "C", "C", "C", "C", "B", "O", "O", "C", "O", "N", "C", "C", "O", "I", "C", "O", "H", "H", "H", "H", "H", "H", "H", "H", "H", "H", "H", "H", "H", "H", "C", "C", "C", "C", "C", "C", "H", "H", "H", "H", "H", "H", "H", "H", "H", "H", "H", "H", "H", "H", "C", "C", "C", "C", "C", "C", "H", "H", "H", "H", "H", "H", "H", "H", "H", "H", "H", "H", "H", "H"], "positions_angstrom": [[0.85305, -0.67186, 1.66411], [0.71428, 0.49326, 0.75021], [-0.70991, 0.64962, 0.27114], [-1.61191, 0.74181, 1.34628], [-1.04718, -0.47339, -0.76171], [-2.51812, -0.79009, -0.74872], [-3.35872, -0.13589, -1.64989], [-4.73556, -0.34811, -1.65477], [-5.24734, -1.22941, -0.72160], [-4.41952, -1.90886, 0.15625], [-3.04008, -1.72145, 0.17729], [-2.16581, -2.50114, 1.22610], [-0.96356, -3.05482, 0.84711], [-2.59265, -2.63589, 2.53126], [-5.30596, -2.80515, 0.97590], [-5.06734, -3.83825, 1.50880], [-6.61671, -2.22103, 0.87508], [-7.12971, -1.53097, 2.03605], [-6.74094, -0.04990, 2.13811], [-5.93496, 0.34485, 2.89477], [-7.72444, 1.40793, 0.86851], [-6.66334, -1.63067, -0.43286], [-7.62334, -1.54290, -1.12769], [1.77645, -1.06652, 1.53052], [0.84573, -0.31066, 2.60926], [1.41159, 0.41421, -0.07954], [1.00026, 1.39503, 1.29601], [-0.77372, 1.59631, -0.26257], [-1.40533, 0.05730, 1.99449], [-0.45026, -1.34853, -0.55206], [-0.81801, -0.05582, -1.73839], [-2.93969, 0.56066, -2.36304], [-5.40740, 0.15130, -2.33679], [-0.25961, -2.80544, 1.46124], [-2.52677, -3.57267, 2.75481], [-8.20956, -1.61731, 2.14020], [-6.68295, -1.99517, 2.91037], [2.91157, -2.38355, -1.34632], [2.95722, -3.39388, -0.20344], [4.14811, -3.19874, 0.73400], [5.51952, -3.36974, 0.07914], [5.74564, -4.72391, -0.59070], [5.68375, -5.90016, 0.37961], [3.78422, -2.46748, -1.99508], [2.02684, -2.54172, -1.96456], [2.87260, -1.36051, -0.96202], [2.95501, -4.40784, -0.61012], [2.03703, -3.30096, 0.38148], [4.05527, -3.89317, 1.57358], [4.09833, -2.19399, 1.17035], [6.28828, -3.21901, 0.84332], [5.67318, -2.57863, -0.66010], [6.72950, -4.71188, -1.06633], [5.02083, -4.87435, -1.39533], [6.42682, -5.78995, 1.17196], [5.88514, -6.83798, -0.13937], [4.70110, -5.98906, 0.84527], [2.42574, 3.44737, -1.18838], [1.02738, 4.03845, -1.34585], [1.00983, 5.37461, -2.08504], [1.77723, 6.50228, -1.39298], [1.31488, 6.81588, 0.02905], [-0.13242, 7.29360, 0.10673], [3.07401, 4.09294, -0.59436], [2.37672, 2.48077, -0.68541], [2.89642, 3.29495, -2.16174], [0.56054, 4.14356, -0.36211], [0.40694, 3.32938, -1.90252], [-0.02857, 5.68041, -2.23877], [1.43057, 5.23244, -3.08548], [1.68619, 7.40618, -2.00308], [2.84371, 6.26065, -1.37334], [1.96435, 7.59406, 0.43815], [1.44652, 5.94105, 0.67190], [-0.27843, 8.19048, -0.49856], [-0.40300, 7.53650, 1.13498], [-0.82952, 6.53064, -0.24271]], "forces_ev_per_a": [[0.095, 0.271, -0.299], [0.285, 0.158, 0.807], [0.180, -0.325, -0.697], [0.021, 0.042, 0.233], [-0.599, 0.770, 0.361], [0.057, -0.525, 0.051], [-0.453, -0.073, 0.066], [0.045, -0.203, 0.118], [-0.135, -0.214, -0.183], [0.283, -0.010, -0.057], [-0.199, -0.040, -0.120], [0.336, -0.141, 0.037], [-0.093, 0.186, -0.258], [-0.353, 0.007, -0.403], [0.320, 1.125, -0.396], [0.154, -0.405, 0.674], [-0.350, -0.574, -0.333], [-0.545, -0.191, 0.128], [0.043, -0.109, -0.168], [0.476, 0.218, 0.471], [-0.123, -0.193, -0.045], [0.803, 0.558, 0.168], [-0.580, 0.199, -0.112], [-0.011, -0.151, 0.071], [0.027, -0.162, 0.133], [-0.093, -0.203, -0.225], [-0.029, 0.183, -0.080], [-0.152, 0.193, 0.097], [-0.041, -0.073, -0.039], [0.057, -0.220, -0.105], [0.331, -0.184, -0.179], [0.106, 0.056, -0.006], [0.066, 0.108, -0.120], [-0.007, -0.175, 0.093], [0.209, 0.131, 0.439], [-0.130, 0.027, -0.275], [0.057, -0.082, 0.128], [-0.075, -0.127, -0.001], [-0.030, 0.173, 0.035], [-0.015, -0.058, 0.031], [-0.002, 0.052, -0.040], [0.064, -0.038, 0.091], [-0.029, 0.004, -0.112], [0.014, 0.036, 0.005], [-0.005, 0.036, -0.003], [0.051, 0.015, -0.017], [0.007, -0.012, 0.025], [-0.023, -0.070, -0.029], [0.012, 0.001, 0.001], [-0.001, 0.009, -0.006], [0.013, -0.012, -0.006], [-0.012, 0.008, 0.009], [-0.015, 0.006, -0.035], [-0.001, 0.025, -0.006], [-0.022, 0.008, 0.027], [0.005, -0.016, 0.031], [0.007, -0.003, 0.020], [-0.107, -0.010, 0.055], [0.062, -0.070, -0.066], [-0.052, 0.042, -0.005], [0.049, -0.037, 0.016], [-0.055, 0.102, -0.043], [0.062, -0.062, 0.082], [0.012, 0.004, -0.012], [0.063, -0.010, -0.005], [0.024, 0.028, 0.002], [-0.016, 0.020, -0.007], [-0.024, 0.004, 0.020], [0.004, 0.008, 0.006], [0.002, -0.023, 0.002], [-0.001, 0.012, 0.012], [-0.004, -0.006, -0.015], [0.020, -0.027, 0.023], [0.021, -0.009, -0.011], [-0.019, -0.015, -0.027], [-0.029, 0.017, -0.012], [-0.012, 0.013, -0.013]], "mulliken_charge": [-0.35, -0.55, 0.38, -0.67, -1.37, 0.88, -0.56, -1.12, 0.60, 0.41, 0.49, 0.66, -0.60, -0.50, -0.06, -0.52, 0.15, -0.61, 0.32, -0.43, 0.01, -0.54, -0.53, 0.10, 0.23, 0.02, 0.39, 0.41, 0.41, 0.14, 0.49, 0.44, 0.49, 0.29, 0.31, 0.35, 0.40, -1.15, 0.16, -0.62, -0.92, -0.37, -1.20, 0.44, 0.36, 0.12, 0.38, -0.19, 0.37, 0.32, 0.41, 0.31, 0.39, 0.23, 0.29, 0.38, 0.29, -1.02, 0.00, -0.98, -0.74, -0.37, -1.19, 0.30, 0.11, 0.32, 0.26, 0.31, 0.34, 0.40, 0.42, 0.31, 0.37, 0.25, 0.30, 0.38, 0.28], "spin_multiplicity": 1, "orbital_gap_ev": 9.213, "homo_energy_ev": -9.260, "total_energy_ha": -1861.40679, "smiles": "NC[C@H](O)Cc1ccc2c(c1B(O)O)C(=O)N(CC(=O)I)C2=O.CCCCCC.CCCCCC"}